1.
C28H23Cl3N4O5S4W as an isolated structure in a non-equilibrium geometry, computed with the ωB97M-V functional and the def2-TZVPD basis.

Results
F_max	4.42	eV Å⁻¹
highest occupied orbital energy (alpha / beta)	-12.3587 / -12.3213	eV
E_LUMO (alpha / beta)	-0.341 / -0.343	hartree
charge	+2

Geometry (Å):
W -14.7898 16.3388 -1.9083
C -16.0198 17.7732 -6.0664
C -15.4177 17.6413 -4.6919
N -15.3844 16.5046 -4.0935
N -15.5784 15.3238 -4.7593
C -15.3308 14.1808 -4.2075
S -14.3146 14.0746 -2.7021
S -15.9396 12.6213 -4.7761
C -16.5098 13.1869 -6.4718
C -17.1788 12.1125 -7.3541
C -18.4852 12.2887 -7.7902
C -19.1983 11.2302 -8.3972
C -18.5841 9.9947 -8.6183
C -17.2525 9.9139 -8.2350
C -16.5226 10.8806 -7.5864
C -15.0533 18.9237 -3.9872
C -14.7988 20.0272 -4.8482
C -14.7258 21.3039 -4.2969
C -14.8036 21.5040 -2.9236
C -15.1619 20.4716 -2.0909
C -15.1623 19.1321 -2.6037
O -15.5146 18.2194 -1.7134
H -16.9918 18.2728 -5.9918
H -16.1953 16.7771 -6.4319
H -15.4312 18.2441 -6.8957
H -15.7277 13.7382 -6.9637
H -17.2010 13.9360 -6.1917
H -18.9496 13.2767 -7.8834
H -20.2135 11.4388 -8.7424
H -19.1187 9.1218 -9.0343
H -16.7973 8.9174 -8.3128
H -15.5316 10.6272 -7.1529
H -14.4455 19.7799 -5.8947
H -14.5260 22.0813 -5.1150
H -14.6942 22.5114 -2.5431
H -15.4337 20.6166 -1.0488
O -19.2961 13.8407 0.3050
C -18.3136 13.3929 1.1176
C -18.7340 12.4269 2.1399
C -17.7861 11.9949 2.9934
C -16.5040 12.6076 2.9940
C -16.1166 13.6547 2.1086
C -16.9947 13.9930 1.0927
C -16.6135 14.8064 -0.0787
O -15.5443 15.5858 0.0666
N -17.4119 14.9270 -1.1057
N -17.2598 15.8448 -2.0433
C -18.4096 16.1688 -2.7274
S -19.6941 14.9081 -2.9555
C -20.4128 15.7210 -4.4055
C -20.1276 17.2695 -4.3502
S -18.6730 17.7135 -3.2818
H -18.7192 14.4412 -0.4352
H -19.7549 12.0846 2.1355
H -18.0254 11.3674 3.7868
H -15.7731 12.1115 3.6214
H -15.1763 14.1788 2.2725
H -21.4724 15.5309 -4.5658
H -19.8518 15.2514 -5.2727
H -21.0132 17.7046 -3.8942
H -19.8411 17.7191 -5.3753
Cl -10.4307 18.9922 -1.4513
C -10.9541 17.2449 -1.5204
Cl -10.4662 16.3199 -0.0394
Cl -10.0268 16.5473 -2.9265
C -12.4242 17.0225 -1.7663
O -13.1908 16.7247 -0.7444
O -12.9410 17.0540 -2.9285

=====

2.
C28H23ClN6O6S3Zr as an isolated structure, computed with the ωB97M-V functional and the def2-TZVPD basis.

Results
F_max	0.69	eV Å⁻¹
highest occupied orbital energy	-0.3240	eV
E_LUMO	0.159	hartree
charge	-2
energy above the lowest of the compared OMol25 structures with the same formula, charge and spin	0.0	kcal/mol

Geometry (Å):
Zr -0.7060 -0.7546 -0.4705
C 4.6898 -3.3977 -2.3656
C 3.2984 -3.8294 -2.8098
N 2.3944 -4.0145 -1.6858
C 1.7193 -2.8860 -1.1923
S 0.3010 -3.2032 -0.2238
N 2.1661 -1.7208 -1.4775
N 1.4126 -0.6777 -0.9522
C 2.1280 0.4946 -0.7975
C 3.5249 0.6066 -1.3235
C 1.4628 1.4744 -0.1211
C 1.9564 2.7866 0.2006
C 1.2141 3.6590 0.9185
C -0.0995 3.2699 1.3517
C -0.5462 2.0320 1.0148
N 0.1612 1.1110 0.3052
H 5.3537 -3.2842 -3.2273
H 4.6225 -2.4422 -1.8483
H 5.1188 -4.1370 -1.6856
H 2.8938 -3.0833 -3.5034
H 3.3627 -4.7870 -3.3346
H 1.7484 -4.7785 -1.8001
H 4.1349 -0.2370 -0.9918
H 3.5420 0.5882 -2.4185
H 3.9958 1.5287 -0.9846
H 2.9438 3.0698 -0.1414
H 1.6014 4.6449 1.1523
H -0.7366 3.9410 1.9119
H -1.5433 1.7220 1.3054
O -4.6981 -3.3166 3.3377
C -3.7832 -2.7737 4.1065
O -3.8508 -2.7852 5.3187
C -2.6781 -2.0694 3.4012
C -1.6070 -1.4082 3.9825
Cl -1.1876 -1.2134 5.6194
N -0.8379 -0.8911 3.0027
N -1.3520 -1.2212 1.8044
C -2.4494 -1.9138 2.0183
C -3.1338 -2.4549 0.7856
O -4.1653 -3.1387 0.9576
O -2.5437 -2.2036 -0.2847
C 0.4062 -0.1781 3.0687
C 0.4704 1.0347 3.7309
C 1.6530 1.7615 3.6788
C 2.7324 1.2862 2.9524
C 2.6478 0.0697 2.2850
C 1.4842 -0.6808 2.3553
H -4.4965 -3.1975 2.3266
H -0.4015 1.4238 4.2382
H 1.7058 2.7286 4.1621
H 3.6323 1.8841 2.8756
H 3.4756 -0.2928 1.6898
H 1.3899 -1.6156 1.8168
O -4.5922 0.5834 -0.9061
C -3.4413 0.8932 -1.1720
O -2.4008 0.5530 -0.5000
C -3.1908 1.8300 -2.3515
C -4.2222 2.7313 -2.6093
C -4.1044 3.7355 -3.5555
C -2.9308 3.8418 -4.2875
C -1.9122 2.9291 -4.0759
C -2.0195 1.9206 -3.1146
S -0.5808 0.8767 -3.0134
H -5.1240 2.6207 -2.0218
H -4.9213 4.4286 -3.7195
H -2.8144 4.6170 -5.0365
H -1.0082 2.9725 -4.6718
S -1.2649 -1.0627 -2.9998

=====

3.
C28H23GeINO3SW as an isolated structure, computed with the ωB97M-V functional and the def2-TZVPD basis.

Results
F_max	0.37	eV Å⁻¹
highest occupied orbital energy (alpha / beta)	-2.8312 / -4.3457	eV
E_LUMO (alpha / beta)	0.068 / 0.068	hartree
charge	-1
spin multiplicity	3

Geometry (Å):
W 0.1080 0.1629 -2.2804
O -0.3123 -0.5708 -4.6501
C -1.4142 -0.7534 -4.0860
O -1.4898 -1.2659 -2.9157
C -2.6324 -0.0482 -4.5871
C -3.5531 -0.5488 -5.4875
C -4.6460 0.2225 -5.8668
C -4.7979 1.4932 -5.3311
C -3.8735 1.9942 -4.4241
C -2.7721 1.2349 -4.0294
S -1.6019 1.8993 -2.8829
H -3.4150 -1.5423 -5.8974
H -5.3696 -0.1658 -6.5728
H -5.6458 2.1039 -5.6196
H -4.0000 2.9864 -4.0084
C 0.2754 0.1913 -0.4884
Ge 0.2725 0.0717 1.3927
C 0.4954 1.8345 2.2359
C 0.7559 2.9518 1.4457
C 0.9261 4.2051 2.0215
C 0.8382 4.3568 3.3984
C 0.5734 3.2522 4.1984
C 0.4021 2.0033 3.6170
C -1.3577 -0.7444 2.1082
C -2.5662 -0.5288 1.4457
C -3.7485 -1.0634 1.9379
C -3.7381 -1.8270 3.0988
C -2.5411 -2.0588 3.7609
C -1.3594 -1.5210 3.2644
C 1.8008 -1.0230 2.0035
C 2.8966 -0.4688 2.6628
C 4.0201 -1.2343 2.9583
C 4.0607 -2.5750 2.6002
C 2.9739 -3.1448 1.9487
C 1.8593 -2.3726 1.6518
H 0.8106 2.8289 0.3685
H 1.1219 5.0655 1.3927
H 0.9687 5.3340 3.8479
H 0.4958 3.3665 5.2733
H 0.1846 1.1486 4.2509
H -2.5751 0.0421 0.5224
H -4.6779 -0.8930 1.4083
H -4.6605 -2.2483 3.4804
H -2.5250 -2.6632 4.6604
H -0.4259 -1.7187 3.7825
H 2.8792 0.5798 2.9409
H 4.8640 -0.7823 3.4661
H 4.9350 -3.1734 2.8260
H 2.9989 -4.1898 1.6632
H 1.0257 -2.8229 1.1218
N 2.9895 -0.9623 -0.9937
C 3.0784 -0.6189 -2.2607
O 2.1142 -0.1318 -2.8927
C 4.3296 -0.8297 -3.0730
I 6.1452 -1.0484 -1.9741
H 2.0679 -0.7633 -0.5737
H 3.7660 -1.3040 -0.4540
H 4.4524 0.0136 -3.7439
H 4.2131 -1.7359 -3.6625

=====

Which formula does entry 3 have?
C28H23GeINO3SW